(1)
Formula: C14H16B2O2Rb
Source: the OMol25 dataset
Level of theory: ωB97M-V/def2-TZVPD

Each line ends with the Löwdin charge.
Positions of all 35 atoms, in Å:
Rb  2.08  2.06  1.29  0.889
B  -0.56  2.64  3.40  -0.472
H  -1.46  2.83  2.69  -0.060
H  -0.14  1.58  3.22  -0.123
H  0.28  3.41  3.22  -0.100
H  -0.93  2.85  4.48  -0.072
B  5.05  4.07  1.78  -0.484
H  3.89  4.14  1.71  -0.160
H  5.35  4.69  2.72  -0.086
H  5.32  2.94  1.90  -0.098
H  5.42  4.55  0.78  -0.089
C  -1.67  -0.64  2.47  -0.020
C  -2.58  -1.68  2.24  -0.051
C  -2.79  -2.18  0.98  -0.004
C  -1.91  -1.87  -0.07  -0.092
C  -0.94  -0.89  0.16  -0.053
C  -0.84  -0.27  1.42  -0.002
C  0.01  -0.43  -0.92  -0.259
O  0.79  0.50  -0.82  0.000
C  -0.10  -1.14  -2.22  -0.081
C  0.80  -0.86  -3.25  -0.003
C  0.68  -1.44  -4.49  -0.061
C  -0.31  -2.39  -4.70  -0.057
C  -1.21  -2.68  -3.68  -0.007
C  -1.11  -2.07  -2.43  -0.077
C  -2.16  -2.38  -1.42  -0.294
O  -3.08  -3.13  -1.66  0.105
H  -1.43  -0.27  3.46  0.111
H  -3.23  -1.97  3.06  0.108
H  -3.59  -2.89  0.79  0.117
H  -0.06  0.43  1.65  0.024
H  1.52  -0.08  -3.04  0.121
H  1.38  -1.12  -5.25  0.108
H  -0.50  -2.91  -5.63  0.104
H  -2.01  -3.39  -3.83  0.117

Properties
LUMO energy in eV: 0.4
DFT total energy in eV: -20880.202
Molecular weight in g mol⁻¹: 323.37
Net charge: -1
HOMO energy in eV: -5.52
2S+1: 1



(2)
Formula: C14H16BBrCl18NO3
Source: the OMol25 dataset
Level of theory: ωB97M-V/def2-TZVPD

Each line ends with the Löwdin charge.
Positions of all 54 atoms, in Å:
C  0.62  0.47  4.56  0.031
C  -0.49  0.10  3.73  -0.164
C  -1.32  -0.24  2.33  -0.301
C  -1.74  1.09  1.47  -0.193
C  -0.54  2.18  1.24  -0.156
C  0.08  2.15  -0.29  -0.248
O  0.81  3.39  -0.65  -0.129
B  2.24  2.96  -0.74  -0.659
O  2.18  1.59  -1.35  -0.146
C  1.08  0.88  -0.61  -0.562
Br  2.07  0.03  0.95  0.846
O  0.43  -0.22  -1.36  -0.245
C  1.26  -1.43  -1.07  -0.421
N  1.86  -2.58  -1.26  0.088
H  1.56  0.78  5.22  0.060
H  -2.34  -0.74  2.70  0.116
H  -0.79  -1.08  1.69  -0.013
H  -2.72  1.64  1.88  0.098
H  -2.05  0.71  0.39  0.115
H  -1.03  3.26  1.36  0.122
H  0.33  2.14  2.02  0.097
H  -0.92  2.25  -0.94  0.114
H  2.98  3.74  -1.24  0.053
H  2.55  2.99  0.41  0.045
C  0.96  -3.91  2.15  -1.487
Cl  -0.02  -5.23  2.82  0.507
Cl  0.35  -2.34  2.70  0.613
Cl  2.66  -4.11  2.60  0.495
H  0.88  -3.94  1.06  -0.010
C  -1.94  5.08  -2.24  -1.514
Cl  -2.90  4.03  -1.19  0.519
Cl  -2.89  5.59  -3.65  0.504
Cl  -1.34  6.48  -1.35  0.523
H  -1.08  4.51  -2.60  0.020
C  3.80  -0.86  -3.96  -1.534
Cl  3.87  -1.86  -5.43  0.489
Cl  5.43  -0.53  -3.37  0.511
Cl  2.93  0.65  -4.28  0.553
H  3.26  -1.42  -3.19  -0.020
C  3.96  -7.10  -0.20  -1.532
Cl  3.37  -5.44  -0.31  0.502
Cl  5.72  -7.13  -0.03  0.507
Cl  3.19  -7.95  1.15  0.504
H  3.69  -7.62  -1.13  0.015
C  -6.03  4.84  1.72  -1.536
Cl  -4.94  5.99  0.94  0.505
Cl  -5.49  3.17  1.44  0.512
Cl  -6.14  5.17  3.46  0.508
H  -7.03  4.95  1.29  0.016
C  -2.00  -3.50  -1.80  -1.481
Cl  -3.19  -3.33  -3.11  0.513
Cl  -1.14  -1.97  -1.55  0.715
Cl  -2.78  -4.03  -0.30  0.511
H  -1.27  -4.26  -2.09  0.024

Properties
LUMO energy in eV: 2.0
DFT total energy in eV: -318524.143
Molecular weight in g mol⁻¹: 975.16
Net charge: -1
HOMO energy in eV: -4.96
2S+1: 1